Molecular formula: C20H41GdN2P3S
Method: DFT, ωB97M-V with the def2-TZVPD basis set

Output
E_LUMO (alpha / beta) = -8.88 / -11.01 eV
ΔE to the lowest compared entry with this formula, charge and spin = 0.00 kJ/mol
E = -83894.71117 eV
Kohn-Sham gap (alpha / beta) = 6.8213 / 4.0283 eV
total charge = +3
multiplicity = 8

Last column: Löwdin charge in e.
Element x y z (Å)
Gd 0.8594 1.1495 -1.0324  1.173
P -2.0254 1.6221 -0.7021  0.720
P 0.5067 -0.1275 1.5610  0.709
P -0.5586 -3.6065 -2.7350  0.857
H 2.3248 1.2671 -5.4823  0.101
C 1.6168 0.5625 -5.0662  -0.127
C 0.3173 0.8605 -4.8333  -0.160
H 0.0033 1.7645 -4.3187  0.057
C -2.2060 3.3939 -0.2519  -0.273
C -2.8804 0.7871 0.6939  -0.267
C -3.2625 1.4244 -2.0430  -0.247
C 2.1455 -0.9157 1.7624  -0.262
C 0.5572 1.1096 2.9150  -0.254
C -0.5569 -1.4115 2.3139  -0.244
C -1.3997 -5.0311 -3.4226  -0.189
C -1.7860 -2.5116 -2.0016  -0.260
C 0.5826 -4.0852 -1.4236  -0.174
H 1.9568 -0.4741 -5.1133  0.077
H -0.5020 0.3287 -5.3394  0.090
H -1.4930 3.9751 -0.8497  0.039
H -1.9714 3.5497 0.8056  0.047
H -3.2137 3.7730 -0.4509  0.067
H -2.2232 0.7977 1.5725  0.005
H -3.0830 -0.2517 0.4047  0.047
H -3.8356 1.2733 0.9574  0.083
H -2.7387 1.4929 -3.0062  0.038
H -4.0399 2.2009 -2.0110  0.068
H -3.7476 0.4438 -1.9769  0.051
H 2.2041 -1.3254 2.7793  0.072
H 2.9557 -0.1913 1.6144  0.048
H 2.2666 -1.7255 1.0301  0.041
H 0.4271 0.5896 3.8734  0.069
H -0.2495 1.8467 2.8045  0.040
H 1.5120 1.6505 2.9173  0.049
H -0.2629 -1.5253 3.3670  0.072
H -0.4331 -2.3649 1.7849  0.046
H -1.6150 -1.1384 2.2761  0.034
H -1.3678 -5.8532 -2.7009  0.074
H -0.8970 -5.3112 -4.3615  0.079
H -2.4479 -4.7725 -3.6103  0.072
H -2.6839 -3.0712 -1.7751  0.073
H -2.0482 -1.7082 -2.6901  0.042
H -1.3880 -2.0504 -1.1021  0.021
H 0.6660 -5.1735 -1.4038  0.076
H 0.1821 -3.7512 -0.4625  0.055
H 1.5577 -3.6185 -1.5622  0.023
C 2.1916 -0.3516 -2.5727  -0.771
C 3.1632 -1.2955 -2.1678  -0.077
C 4.5086 -0.9474 -2.2429  -0.021
C 4.9068 0.3684 -2.5229  -0.022
C 3.9373 1.3785 -2.6236  -0.053
C 2.5694 1.0504 -2.7313  -0.326
S 0.5540 -0.8000 -2.9253  0.684
H 0.1186 -2.9655 -3.7927  0.006
H 2.8512 -2.3259 -1.9784  0.089
H 5.2674 -1.7408 -2.1542  0.139
H 5.9709 0.6009 -2.6994  0.140
H 4.2592 2.4123 -2.7463  0.132
H 1.7875 1.8263 -3.0213  0.091
N 2.2764 4.4774 1.3284  0.111
C 3.6235 4.1726 1.1428  -0.014
C 3.6614 3.0436 0.3998  -0.084
N 2.3469 2.6384 0.1201  -0.120
C 1.5416 3.5306 0.7274  -0.218
H 1.8693 5.2484 1.8646  0.191
H 4.4166 4.7752 1.5519  0.142
H 4.5006 2.4971 0.0224  0.112
H 0.4410 3.5074 0.7191  0.110

Forces on atoms 1 to 6 (eV/Å):
-1.57 -0.49 1.59
-1.45 0.30 0.28
0.56 -0.21 0.92
-0.21 -0.26 -0.14
0.36 0.51 1.14
0.24 -0.02 -1.72

---

Molecular formula: C32H48N16
Method: DFT, ωB97M-V with the def2-TZVPD basis set

Output
E_LUMO = -0.32 eV
ΔE to the lowest compared entry with this formula, charge and spin = 311.77 kJ/mol
E = -57796.56462 eV
Kohn-Sham gap = 10.8456 eV
total charge = 0

Last column: Löwdin charge in e.
Element x y z (Å)
C 14.0290 -12.5838 19.8134  -0.060
C 15.1634 -13.0089 20.6397  -0.285
N 16.0706 -13.3600 21.2864  0.122
H 14.6237 -12.1082 19.0334  0.071
H 13.4093 -11.9233 20.4199  0.086
H 13.3911 -13.3644 19.3990  0.081
C 23.4980 -14.6013 14.7932  -0.064
C 23.7406 -13.2783 14.2062  -0.283
N 23.9384 -12.2974 13.6727  0.140
H 24.3264 -14.8991 15.4360  0.078
H 23.4598 -15.4205 14.0752  0.080
H 22.5451 -14.5940 15.3224  0.051
C 21.9871 -20.1890 16.6157  -0.057
C 21.2577 -21.4579 16.5728  -0.317
N 20.7513 -22.4496 16.4830  0.152
H 21.5914 -19.7193 17.5163  0.068
H 21.7224 -19.7775 15.6417  0.095
H 23.0514 -20.4075 16.5286  0.059
C 20.2823 -19.3868 25.1967  -0.075
C 21.0934 -20.5722 25.0214  -0.284
N 21.6762 -21.5540 24.7925  0.120
H 19.8969 -19.1044 24.2170  0.074
H 20.8727 -18.5443 25.5569  0.085
H 19.5893 -19.4666 26.0342  0.085
C 25.5973 -19.2743 17.0256  -0.048
C 24.4648 -18.5333 17.6950  -0.252
N 23.5865 -17.9241 18.2029  0.130
H 25.9951 -20.1219 17.5837  0.087
H 26.3665 -18.5358 16.7994  0.083
H 25.1268 -19.6130 16.1025  0.067
C 19.5810 -16.4070 18.9536  -0.053
C 18.3402 -16.5561 18.2475  -0.316
N 17.2975 -16.6470 17.7855  0.133
H 19.2544 -17.0833 19.7436  0.077
H 19.7265 -15.4298 19.4140  0.073
H 20.4210 -16.6917 18.3200  0.080
C 22.7075 -19.5505 21.6302  -0.080
C 23.6384 -18.5565 22.2435  -0.267
N 24.3330 -17.8315 22.8442  0.107
H 21.7850 -19.0570 21.3240  0.062
H 22.6280 -20.3525 22.3640  0.059
H 23.0351 -19.9110 20.6551  0.055
C 12.9957 -16.0825 15.1658  -0.052
C 13.1123 -14.5845 14.8966  -0.246
N 13.2444 -13.4541 14.7165  0.116
H 13.8709 -16.6949 14.9486  0.050
H 12.1585 -16.4636 14.5811  0.077
H 12.8668 -16.1875 16.2430  0.073
C 13.1188 -20.7015 17.4374  -0.096
C 11.6679 -20.5273 17.6274  -0.275
N 10.5143 -20.4791 17.8416  0.112
H 13.1088 -21.3039 16.5291  0.077
H 13.7039 -21.2436 18.1804  0.064
H 13.6144 -19.7413 17.2945  0.061
C 16.7379 -12.6117 16.4731  -0.081
C 17.4270 -11.4998 17.1392  -0.293
N 17.8553 -10.6282 17.7989  0.121
H 16.7547 -13.3873 17.2388  0.071
H 17.3353 -12.7897 15.5789  0.045
H 15.6929 -12.4208 16.2290  0.066
C 20.7501 -11.5960 15.2634  -0.043
C 20.3184 -12.9085 15.8214  -0.270
N 19.9609 -13.9233 16.2200  0.146
H 21.8000 -11.4769 15.5307  0.065
H 20.1500 -10.8029 15.7096  0.071
H 20.6174 -11.5368 14.1831  0.086
C 18.2538 -20.2009 16.5187  -0.049
C 17.1409 -20.2516 17.5363  -0.272
N 16.3195 -20.2896 18.3220  0.147
H 18.8449 -19.2858 16.5529  0.074
H 17.6650 -20.4225 15.6286  0.077
H 18.9235 -21.0592 16.5722  0.020
C 16.5854 -17.2586 13.7004  -0.084
C 17.2670 -16.0200 13.8740  -0.285
N 17.8250 -15.0113 13.9902  0.153
H 17.0977 -17.9763 13.0596  0.085
H 15.7694 -16.9321 13.0556  0.086
H 16.3418 -17.7856 14.6229  0.074
C 18.2682 -23.0641 19.4739  -0.068
C 19.0054 -21.7996 19.5987  -0.265
N 19.6412 -20.8062 19.7413  0.136
H 18.5710 -23.7924 20.2262  0.085
H 18.4884 -23.5446 18.5206  0.077
H 17.1954 -22.8814 19.5348  0.073
C 15.6016 -17.4969 21.8418  -0.074
C 16.9361 -17.1235 22.3462  -0.252
N 18.0540 -16.8942 22.7412  0.104
H 15.3792 -18.5580 21.7287  0.083
H 15.4473 -16.8787 20.9575  0.072
H 14.8998 -17.0809 22.5647  0.077
C 21.8218 -13.5867 19.2497  -0.091
C 22.5630 -12.3500 19.0353  -0.269
N 23.0842 -11.3083 18.8717  0.119
H 20.9817 -13.7100 18.5662  0.030
H 21.1793 -13.3866 20.1072  0.089
H 22.4418 -14.4831 19.2577  0.085

Forces on atoms 1 to 6 (eV/Å):
0.96 0.16 0.31
1.27 -1.70 1.76
-1.80 0.77 -1.38
-0.96 0.64 -0.50
0.12 0.32 -0.41
0.43 -0.22 0.17